79
Properties=species:S:1:pos:R:3:nbo_charge:R:1 method="wB97M-V/def2-TZVPD" charge=0 homo_lumo_gap_ev=7.8 spin_multiplicity=1 lumo_energy_ev=0.0 e_homo_ev=-7.79
Br 1.810 -1.046 -2.338 0.06
Br -2.533 -2.333 3.523 0.12
S 1.045 -3.181 1.649 2.29
Mg -0.475 -1.325 0.695 1.80
O -0.077 -3.331 0.686 -1.05
O 0.775 -3.519 3.020 -0.94
O -2.257 -1.134 0.316 -1.02
O -3.604 2.522 4.690 -0.64
O -5.102 1.693 -0.884 -0.70
N -1.119 -0.095 2.645 -0.57
N -2.218 0.462 -1.407 -0.45
N -0.913 0.265 -1.543 -0.21
N 1.427 -1.686 1.374 -1.11
N 1.459 0.906 0.912 -0.47
C 2.430 0.431 1.750 0.20
C -2.975 -0.169 -0.260 0.29
C 1.806 1.359 -3.703 -0.25
C 3.069 -3.959 -0.014 -0.19
C 1.386 4.248 -6.081 -0.20
C -1.716 2.170 3.231 -0.35
C 4.291 -0.608 3.543 -0.19
C 2.402 -0.964 2.070 0.14
C -4.604 -1.938 -1.030 -0.16
C 1.732 3.014 -5.550 -0.22
C -0.334 0.824 -2.545 -0.11
C 3.403 2.624 1.941 -0.13
C 3.315 -1.455 2.967 -0.22
C 2.644 -5.367 1.911 -0.21
C -2.156 -0.497 3.392 0.18
C 2.463 3.080 1.066 -0.26
C -5.840 -2.338 -1.515 -0.25
C -6.557 -0.036 -1.554 -0.30
C -2.992 0.348 4.090 -0.33
C -2.769 1.710 4.004 0.36
C -5.314 0.346 -1.071 0.37
C -6.816 -1.378 -1.778 -0.19
C 4.389 -5.932 0.352 -0.19
C 0.713 5.179 -5.299 -0.22
C 4.355 0.717 3.233 -0.22
C 0.737 3.629 -3.458 -0.24
C 0.393 4.866 -3.985 -0.20
C 3.667 -6.214 1.505 -0.20
C 1.403 2.681 -4.235 0.02
C 2.353 -4.248 1.139 -0.27
C 1.492 2.173 0.585 0.04
C -4.325 -0.595 -0.812 -0.17
C -0.931 1.236 2.588 0.06
C 1.064 0.590 -2.915 -0.07
C 4.091 -4.806 -0.406 -0.21
C 3.412 1.262 2.323 -0.10
H 1.640 4.482 -7.108 0.22
H -6.048 -3.388 -1.679 0.21
H -3.826 -2.656 -0.798 0.24
H -3.164 0.649 0.467 0.10
H 5.195 -6.588 0.046 0.22
H -3.339 3.439 4.573 0.48
H 3.902 -7.093 2.092 0.22
H -0.121 5.591 -3.363 0.21
H -4.291 1.815 -0.378 0.47
H 2.441 4.116 0.748 0.22
H -7.303 0.728 -1.745 0.22
H 5.002 -1.032 4.244 0.22
H 3.294 -2.504 3.235 0.22
H 4.658 -4.587 -1.303 0.22
H 0.713 2.515 -0.089 0.19
H -1.506 3.229 3.125 0.22
H -7.790 -1.676 -2.149 0.21
H -0.894 1.483 -3.206 0.18
H -2.721 0.914 -2.156 0.36
H 2.073 -5.556 2.810 0.25
H 2.259 2.289 -6.163 0.21
H 5.106 1.362 3.676 0.21
H 0.449 6.146 -5.709 0.22
H 4.149 3.294 2.357 0.22
H -3.808 -0.038 4.684 0.25
H 2.836 -3.073 -0.586 0.23
H -0.087 1.564 1.987 0.23
H 2.782 0.994 -4.006 0.22
H 0.496 3.397 -2.427 0.21


14
Properties=species:S:1:pos:R:3:nbo_charge:R:1 method="wB97M-V/def2-TZVPD" charge=0 homo_lumo_gap_ev=8.6 de_lowest_kj_mol=7.2 spin_multiplicity=1 smiles="OC1=CC=C[Si]1(O)O" lumo_energy_ev=0.3 e_homo_ev=-8.23
Si 0.316 -1.260 -0.427 2.00
O -2.362 -0.227 0.210 -0.69
O 0.280 -2.812 0.045 -1.08
O 0.366 -1.376 -2.056 -1.08
C 1.016 1.153 0.566 -0.16
C -0.430 1.277 0.520 -0.37
C 1.614 0.048 0.043 -0.69
C -0.947 0.074 0.212 -0.06
H -0.306 -1.930 -2.459 0.49
H -1.165 2.168 0.793 0.22
H -0.547 -3.269 0.007 0.51
H 2.718 0.034 0.149 0.23
H 1.640 1.949 0.948 0.21
H -2.649 0.584 0.722 0.47


11
Properties=species:S:1:pos:R:3:nbo_charge:R:1 method="wB97M-V/def2-TZVPD" charge=0 homo_lumo_gap_ev="6.9 / 6.1" de_lowest_kj_mol=0.0 spin_multiplicity=2 lumo_energy_ev="-1.0 / -1.8" e_homo_ev="-7.91 / -7.88"
Pb -2.621 0.022 0.029 1.16
S 0.390 -0.406 -0.759 1.99
F 2.353 1.326 -0.781 -0.29
F 2.275 0.085 0.982 -0.29
F 0.863 1.699 0.735 -0.30
O -1.255 -1.392 0.825 -0.54
O -0.816 0.424 -1.059 -0.99
O 1.146 -0.989 -1.853 -0.85
N -0.054 -1.603 0.434 -0.23
C 1.562 0.772 0.115 0.76
H -3.843 0.063 1.333 -0.42


10
Properties=species:S:1:pos:R:3:nbo_charge:R:1 method="wB97M-V/def2-TZVPD" charge=-1 homo_lumo_gap_ev="2.7 / 2.7" de_lowest_kj_mol=467.0 spin_multiplicity=1 lumo_energy_ev="0.0 / 0.0" e_homo_ev="-2.63 / -2.63"
S -2.216 2.444 -1.634 0.02
O 4.289 -1.724 1.980 -0.60
O 4.369 -3.928 1.841 -0.59
N -4.562 1.108 -0.993 -0.34
N 3.730 -2.850 1.955 0.19
C -3.664 1.733 -1.359 0.00
C -0.590 0.887 -0.497 -0.31
H -0.032 0.237 -1.195 0.21
H -1.090 0.260 0.228 0.22
H -0.234 1.835 -0.326 0.19


15
Properties=species:S:1:pos:R:3:nbo_charge:R:1 method="wB97M-V/def2-TZVPD" charge=0 homo_lumo_gap_ev=9.7 de_lowest_kj_mol=593.4 spin_multiplicity=1 lumo_energy_ev=0.2 e_homo_ev=-9.56
C -1.184 -0.172 -1.547 0.23
C 1.281 0.920 -0.855 0.00
C -1.848 -0.056 -0.444 -0.59
C 1.979 0.841 -1.831 -0.23
C -0.628 -0.039 0.566 -0.19
C -0.015 -1.418 0.831 -0.61
C 0.433 1.065 0.341 -0.48
H -0.805 -2.167 0.948 0.22
H 2.601 0.781 -2.697 0.24
H 1.091 1.087 1.219 0.24
H -0.076 2.033 0.281 0.24
H -2.863 -0.018 -0.050 0.28
H 0.645 -1.746 0.021 0.23
H -1.172 0.267 1.455 0.23
H 0.563 -1.379 1.762 0.21


57
Properties=species:S:1:pos:R:3:nbo_charge:R:1 method="wB97M-V/def2-TZVPD" charge=+3 homo_lumo_gap_ev="7.4 / 5.7" spin_multiplicity=5 lumo_energy_ev="-11.0 / -12.7" e_homo_ev="-18.36 / -18.42"
Ru 0.686 0.362 -0.369 1.44
F 3.096 4.340 -0.438 -0.27
F 0.611 4.412 0.808 -0.23
F 0.622 3.704 -3.326 -0.28
F 0.864 5.295 -1.868 -0.27
F -0.863 3.983 -1.789 -0.31
F 3.381 2.212 -0.725 -0.34
F 3.142 3.503 -2.435 -0.27
F -0.514 2.587 0.427 -0.33
F 1.509 2.447 1.134 -0.33
O 0.915 1.768 -1.569 -0.56
N -1.160 -0.157 -1.300 -0.32
N 2.580 -0.635 -0.725 -0.80
N -1.407 -2.298 -0.407 -0.53
N -3.299 -1.165 -1.104 -0.30
N 0.867 -0.712 1.336 -0.55
C 2.608 -1.196 2.960 -0.11
C 0.446 4.062 -2.067 0.99
C -3.565 -3.186 0.288 -0.44
C 4.475 -0.954 0.887 -0.13
C -0.057 -0.781 2.308 0.10
C 3.144 -0.844 0.615 0.05
C -2.008 -1.229 -0.921 0.60
C 1.604 -1.275 3.946 0.01
C 4.903 -1.197 2.214 -0.16
C -2.122 -3.533 -0.014 -0.22
C 1.210 3.083 -1.122 -0.02
C -1.766 0.733 -2.291 -0.28
C 0.277 -1.080 3.617 -0.26
C -4.137 -2.370 -0.857 -0.22
C 0.700 3.212 0.340 0.97
C -3.100 1.222 -1.733 -0.43
C 3.993 -1.335 3.225 -0.11
C 2.202 -0.934 1.642 0.22
C -4.032 0.046 -1.553 -0.22
C 2.754 3.317 -1.194 0.98
H 5.208 -0.874 0.092 0.26
H -0.405 -2.348 -0.510 0.42
H -4.175 -2.943 -1.785 0.25
H -1.082 -0.579 2.022 0.23
H -4.528 -0.222 -2.487 0.25
H -2.936 1.751 -0.793 0.23
H 1.884 -1.481 4.973 0.27
H -4.143 -4.102 0.396 0.28
H -2.046 -4.253 -0.830 0.24
H -3.649 -2.633 1.225 0.23
H -4.804 0.245 -0.812 0.25
H 5.961 -1.287 2.417 0.27
H 2.412 -1.539 -1.169 0.43
H -5.141 -2.016 -0.638 0.26
H -1.079 1.536 -2.523 0.26
H -3.530 1.934 -2.437 0.29
H 4.319 -1.539 4.237 0.27
H -0.501 -1.130 4.366 0.28
H 3.212 -0.118 -1.336 0.45
H -1.929 0.138 -3.200 0.26
H -1.610 -3.948 0.852 0.25


47
Properties=species:S:1:pos:R:3:nbo_charge:R:1 method="wB97M-V/def2-TZVPD" charge=-1 homo_lumo_gap_ev=3.7 de_lowest_kj_mol=0.0 spin_multiplicity=1 lumo_energy_ev=0.2 e_homo_ev=-3.48
S 1.197 2.129 -1.109 2.09
O -3.544 0.120 2.200 -0.33
O -0.822 0.365 -1.127 -0.57
O 1.576 -1.002 2.008 -0.33
O 2.186 -3.117 2.092 -0.41
O 1.056 -1.740 -0.991 -0.73
O 1.696 1.823 -2.444 -1.00
O -4.322 -1.892 3.003 -0.16
O 2.051 2.647 -0.066 -0.94
O 2.569 -0.169 -0.239 -0.53
N 1.312 -2.225 1.982 0.49
N -3.920 -3.239 3.034 -0.11
N -2.509 -6.614 3.272 -0.30
N -3.370 -1.078 2.313 0.42
C -0.045 -2.601 1.849 0.02
C -2.317 -1.933 1.962 0.02
C -2.278 4.250 -1.002 -0.22
C -2.095 5.162 -2.045 -0.22
C -0.902 5.167 -2.780 -0.21
C 1.353 -0.607 -0.611 0.72
C -1.724 -4.258 2.513 -0.20
C -2.705 -3.211 2.428 0.13
C 4.892 -0.340 -0.235 -0.62
C -0.877 -0.066 -2.548 -0.29
C 0.106 4.253 -2.460 -0.22
C -2.181 -5.549 2.922 0.28
C 3.636 -1.159 -0.118 -0.08
C -0.394 -3.931 2.237 -0.09
C -1.279 3.323 -0.693 -0.21
C -1.012 -1.602 1.622 -0.09
C 0.380 0.553 -0.616 -0.35
C -0.108 3.324 -1.439 -0.20
H -1.844 0.291 -2.896 0.17
H 1.049 4.259 -3.002 0.24
H -0.053 0.390 -3.101 0.20
H 3.495 -1.866 -0.943 0.19
H 0.399 -4.667 2.370 0.27
H 5.031 -0.050 -1.283 0.21
H -0.770 -0.580 1.330 0.31
H 4.796 0.565 0.374 0.23
H -2.872 5.890 -2.283 0.20
H -1.398 2.613 0.123 0.24
H 5.740 -0.946 0.095 0.19
H 3.552 -1.670 0.842 0.19
H -3.195 4.257 -0.410 0.21
H -0.795 -1.149 -2.541 0.19
H -0.740 5.880 -3.587 0.20


7
Properties=species:S:1:pos:R:3:nbo_charge:R:1 method="wB97M-V/def2-TZVPD" charge=0 homo_lumo_gap_ev="7.2 / 6.6" de_lowest_kj_mol=421.6 spin_multiplicity=1 lumo_energy_ev="-1.6 / -1.6" e_homo_ev="-8.78 / -8.20"
P 1.554 -0.231 0.023 0.13
P -1.280 -0.548 0.134 0.32
C -1.395 0.447 -1.286 -0.49
H -1.768 0.343 1.262 0.01
H 1.173 -0.611 -1.182 -0.06
H 1.560 -1.558 0.322 -0.04
H -0.773 0.110 -2.049 0.13


Values of max |F|, in order: 1.078, 3.359, 5.565, 2.858, 1.248, 0.519, 4.063, 3.415, all in eV/A.